Below is a structure of composition C39H51CaN7O5P2S in a non-equilibrium geometry, with properties calculated with wB97M-V/def2-TZVPD.

Positions of all 106 atoms, in Å:
Ca  0.178705  -0.149934  -0.011115
C  5.705484  -0.052549  1.697541
C  4.435336  -0.171057  2.450016
N  4.292241  -0.114442  3.728945
N  2.955521  -0.229867  3.942772
C  2.244739  -0.344123  2.816000
S  0.585044  -0.469067  2.651676
N  3.194222  -0.295848  1.845724
N  2.917038  -0.520482  0.500478
H  6.533084  -0.055300  2.401760
H  5.735173  0.886109  1.139286
H  5.835854  -0.878331  0.996521
H  2.591636  -0.247071  4.881117
H  2.916295  -1.538007  0.373137
H  3.651880  -0.102079  -0.058263
C  1.328875  -2.952384  -4.057646
C  1.415711  -1.957993  -2.898454
C  1.200577  -2.716813  -1.587148
C  0.389839  -0.822601  -3.028275
C  0.315730  -0.182340  -4.425103
O  0.394499  1.227688  -4.162869
C  0.707848  1.395822  -2.876875
N  0.725747  0.328984  -2.154877
C  1.051964  2.795201  -2.543764
C  1.594265  3.531498  -3.605054
C  1.890907  4.873308  -3.471096
C  1.609194  5.521463  -2.279180
C  1.097006  4.800786  -1.214354
C  0.830933  3.436531  -1.313195
P  0.230670  2.561502  0.184377
C  1.184409  3.421686  1.485930
C  2.474284  2.948415  1.724926
C  3.271635  3.533125  2.694281
C  2.783824  4.600082  3.436819
C  1.507060  5.085200  3.195636
C  0.706794  4.500374  2.224194
C  -1.456143  3.218383  0.392794
C  -2.152302  3.851603  -0.631865
C  -3.457398  4.281138  -0.424565
C  -4.062582  4.106095  0.809539
C  -3.371406  3.473533  1.837451
C  -2.085309  3.007624  1.623425
H  2.044366  -3.759986  -3.903548
H  1.560229  -2.492185  -5.016243
H  0.332984  -3.397224  -4.115365
H  2.412359  -1.502073  -2.902907
H  0.303883  -3.336697  -1.650106
H  1.078767  -2.033467  -0.744106
H  2.038960  -3.380854  -1.378408
H  -0.595916  -1.206180  -2.727878
H  -0.608799  -0.386766  -4.958339
H  1.165446  -0.445096  -5.054449
H  1.783496  3.038274  -4.546983
H  2.324927  5.415133  -4.300157
H  1.788909  6.583270  -2.177911
H  0.894104  5.315332  -0.285307
H  2.853926  2.129942  1.122433
H  4.271751  3.163364  2.883793
H  3.401163  5.057362  4.198253
H  1.130271  5.922399  3.768015
H  -0.285825  4.891566  2.042129
H  -1.673374  4.026660  -1.587493
H  -3.994385  4.758553  -1.234040
H  -5.065944  4.473674  0.979750
H  -3.838189  3.356523  2.807324
H  -1.547068  2.512906  2.425477
C  -6.238416  -0.033417  1.553691
C  -4.742108  -0.062110  1.757035
O  -4.108280  -0.196193  0.461350
P  -2.521990  -0.070717  0.286263
O  -2.451639  0.205544  -1.321186
C  -3.441944  0.889462  -2.121840
C  -4.225400  -0.090189  -2.970041
O  -1.963232  -1.609833  0.243716
C  -2.755164  -2.646887  -0.415514
C  -3.475496  -3.502850  0.602553
H  -6.733731  0.124864  2.511019
H  -6.595826  -0.971267  1.130676
H  -6.510095  0.785048  0.887152
H  -4.444520  -0.899521  2.391447
H  -4.402930  0.862295  2.227295
H  -2.892290  1.588084  -2.754221
H  -4.111061  1.455818  -1.474848
H  -3.557802  -0.684072  -3.595831
H  -4.906040  0.460841  -3.618975
H  -4.814816  -0.757336  -2.341531
H  -2.057203  -3.253020  -0.992281
H  -3.463390  -2.172194  -1.092286
H  -2.760140  -4.102763  1.155962
H  -4.158871  -4.172727  0.080922
H  -4.051079  -2.888172  1.294908
N  -0.296045  -6.974203  2.020234
C  -0.030859  -5.842664  1.339848
O  -0.829377  -5.296268  0.596143
C  1.340306  -5.265502  1.512177
C  2.495603  -6.036862  1.499188
C  3.722558  -5.398954  1.573022
C  3.739391  -4.016981  1.632177
N  2.636246  -3.263738  1.607575
C  1.459606  -3.881334  1.563284
H  -1.202947  -7.398887  1.914527
H  0.338094  -7.362219  2.695042
H  2.439276  -7.114270  1.404922
H  4.649251  -5.954808  1.556434
H  4.683024  -3.484458  1.700015
H  0.564381  -3.257884  1.565376

Atoms 1-6, force components in eV/Å:
0.4655 -0.8606 0.6088
0.0164 0.0233 0.0086
-0.0970 -0.0630 -0.2325
0.2123 0.0174 0.2454
-0.1056 -0.0505 -0.2749
0.3417 0.1893 0.0631

Computed properties:
energy above the lowest of the compared OMol25 structures with the same formula, charge and spin = 13.8 kcal per mole
electronic energy = -4034.46840 a.u.
net charge = +2
molar mass = 832.0 g mol⁻¹
LUMO energy = -4.5 eV
gap between HOMO and LUMO = 8.812 eV

Below is a cluster of 2 separate species, C2H8NO2 in total in a non-equilibrium geometry, with properties calculated with wB97M-V/def2-TZVPD.

Positions of all 13 atoms, in Å:
C  -1.099631  0.226887  0.065516
O  -0.507286  1.018111  -0.994837
C  -0.459558  -1.254038  0.073355
N  0.601592  -1.307878  1.117710
H  -2.275284  0.354862  -0.122146
H  -0.720390  0.670826  0.983157
H  0.110475  -1.316702  -0.864081
H  -1.148862  -2.039061  0.383045
H  0.207244  -0.925238  1.935502
H  1.275259  -0.602345  0.855527
H  0.415909  1.609625  -0.922479
H  1.862888  1.900069  -1.758872
O  1.737639  1.664879  -0.751401

Atoms 1-6, force components in eV/Å:
0.3862 0.9450 -2.6679
-2.7608 -0.9640 -0.1383
0.3862 1.9851 0.9773
0.3237 -0.4312 -1.1666
2.2488 -0.7833 0.9041
-0.7598 0.1267 0.6865

Computed properties:
energy above the lowest of the compared OMol25 structures with the same formula, charge and spin = 34.7 kcal per mole
electronic energy = -286.19191 a.u.
net charge = -1
molar mass = 78.1 g mol⁻¹
LUMO energy = 4.4 eV
gap between HOMO and LUMO = 7.689 eV

Below is a structure of composition C48H39ClLiN11OP, with properties calculated with wB97M-V/def2-TZVPD.

Positions of all 102 atoms, in Å:
Li  0.435670  -0.307173  2.367239
Cl  2.502347  0.718473  3.078376
C  2.180211  2.043143  4.172476
C  3.144657  2.356100  5.112528
C  2.897891  3.388348  6.004630
C  1.698776  4.081306  5.947930
C  0.743971  3.751229  4.996611
C  0.969465  2.728835  4.077467
P  -0.254997  2.170181  2.826120
C  -1.766837  3.066790  3.308278
C  -1.947591  4.429355  3.066706
C  -3.110592  5.061675  3.476118
C  -4.101387  4.340031  4.132548
C  -3.931271  2.985483  4.373617
C  -2.769136  2.349374  3.956968
C  0.261020  3.121049  1.349088
C  -0.760146  3.109279  0.232338
C  -0.249906  3.560956  -1.167559
C  1.102613  4.186157  -1.209400
C  1.895024  4.201895  -0.139707
C  1.483862  3.614308  1.143057
H  4.069129  1.795359  5.149335
H  3.643424  3.643522  6.746103
H  1.501526  4.882588  6.647950
H  -0.192085  4.292503  4.971430
H  -1.171746  4.992621  2.559235
H  -3.245522  6.118270  3.283720
H  -5.008054  4.836879  4.452548
H  -4.704648  2.422559  4.880071
H  -2.633718  1.287658  4.135041
H  -1.693861  3.579052  0.548078
H  -0.982969  4.162169  -1.705032
H  1.434525  4.619776  -2.146084
H  2.876857  4.655274  -0.194588
H  2.222512  3.588800  1.936590
C  4.750628  -3.336650  -2.608370
N  4.058001  -2.295400  -1.873370
C  3.491854  -2.334473  -0.660734
N  2.978179  -1.155700  -0.361359
C  3.271916  -0.416103  -1.465249
N  3.921668  -1.064388  -2.402247
C  3.839226  -4.186934  -3.458657
C  4.182550  -5.508701  -3.714003
C  3.416086  -6.278041  -4.580957
C  2.296355  -5.735161  -5.186946
C  1.939267  -4.416818  -4.909569
C  2.708719  -3.647431  -4.048223
C  0.749095  -3.854600  -5.538267
N  0.014104  -4.376395  -6.459392
N  -0.987385  -3.458962  -6.728084
C  -0.804036  -2.467366  -5.925216
O  0.285028  -2.647643  -5.138679
C  -1.622159  -1.271773  -5.747534
C  -2.936716  -1.269590  -6.215330
C  -3.735057  -0.163838  -5.994542
C  -3.248058  0.921567  -5.274262
C  -1.948286  0.920234  -4.793934
C  -1.444601  2.031184  -3.899295
N  -1.316320  1.554383  -2.530053
C  -0.339554  2.051259  -1.575686
N  -0.976321  1.723557  -0.275321
C  -2.307204  1.390311  -0.631060
N  -2.518316  1.304420  -1.879133
C  -1.130003  -0.172161  -5.055643
H  5.301016  -3.958234  -1.903953
H  5.474175  -2.823293  -3.240424
H  3.471803  -3.216163  -0.039047
H  3.010626  0.625766  -1.572969
H  5.062348  -5.936283  -3.246339
H  3.694093  -7.304249  -4.780740
H  1.686303  -6.313269  -5.867598
H  2.433851  -2.615995  -3.860885
H  -3.307484  -2.133872  -6.750388
H  -4.752961  -0.155414  -6.361419
H  -3.893697  1.766354  -5.066364
H  -2.125320  2.887927  -3.947682
H  -0.456399  2.363315  -4.224223
H  0.643201  1.597080  -1.743467
H  -3.057519  1.188428  0.120470
H  -0.105319  -0.173697  -4.698639
N  -1.693225  -2.797982  3.045798
C  -1.239751  -2.168507  4.193378
C  -1.705919  -2.678506  5.416895
C  -1.302711  -2.085353  6.586203
C  -0.442267  -0.990153  6.528403
C  -0.033831  -0.564913  5.288262
N  -0.410136  -1.132826  4.127247
C  -1.466142  -2.569123  1.694467
C  -2.199675  -3.347210  0.787825
C  -1.981293  -3.185952  -0.558955
C  -1.033696  -2.259888  -0.985447
C  -0.367711  -1.540248  -0.026020
N  -0.570913  -1.670403  1.301159
H  -2.342182  -3.544327  3.225081
H  -2.375540  -3.529431  5.426696
H  -1.649284  -2.467705  7.537329
H  -0.101051  -0.487746  7.421774
H  0.632811  0.283874  5.201954
H  -2.922837  -4.065541  1.153356
H  -2.541153  -3.772400  -1.276297
H  -0.835656  -2.087424  -2.032930
H  0.375736  -0.809213  -0.311222

Atoms 1-6, force components in eV/Å:
-0.5946 -0.3131 0.2651
0.4715 -0.1318 -0.1749
-0.2086 0.2211 0.1398
0.0846 -0.0805 -0.0208
0.0017 0.0172 0.0055
-0.0374 0.0201 0.0009

Computed properties:
energy above the lowest of the compared OMol25 structures with the same formula, charge and spin = 63.9 kcal per mole
electronic energy = -3339.02906 a.u.
net charge = +1
molar mass = 859.3 g mol⁻¹
LUMO energy = -1.9 eV
gap between HOMO and LUMO = 8.041 eV